8
Properties=species:S:1:pos:R:3:forces:R:3 method="wB97M-V/def2-TZVPD" e_homo_ev="-17.425 / -17.428" orbital_gap_ev="6.99 / 7.16" charge=+2 multiplicity=7 e_tot_ev=-26125.7709
C 0.1703 0.5017 0.2165 6.503 -6.229 -1.693
H 1.4642 0.5979 -1.3448 -0.174 0.567 0.008
O -0.9248 0.5948 1.0292 -2.240 1.385 0.427
O 0.6407 0.1179 -1.1609 -2.489 3.029 -2.965
H 0.7119 -1.8243 0.4735 0.894 0.616 -0.217
Sm -2.0571 1.3767 -1.5610 0.525 -0.371 0.258
C 0.4657 -0.7761 0.6444 -2.148 1.769 4.456
O -0.4708 -0.5887 1.7031 -0.871 -0.766 -0.273